Record 1
This record from the OMol25 dataset describes 2 unconnected molecules or ions with the total composition C3H6N2 at a distorted geometry. The level of theory is ωB97M-V with the def2-TZVPD basis set.

Values from the calculation:
* orbital gap: 8.280 eV
* relative energy (zero: lowest compared OMol25 entry of this formula, charge and spin): 329.3 kJ/mol

Geometry as XYZ:
```
11
Properties=species:S:1:pos:R:3:forces:R:3:lowdin_charge:R:1
N 0.221 -0.550 0.368 0.0 0.1 0.0 -0.117
N -3.193 -0.133 0.656 1.0 -0.1 -0.4 0.114
C 1.493 -0.441 0.055 -0.1 -0.3 0.0 -0.050
C -0.845 -0.216 -0.391 0.0 -0.3 -0.1 -0.221
C -2.131 -0.185 0.182 -0.9 -0.1 0.4 -0.265
H 0.943 1.599 -0.218 -0.1 0.4 -0.1 0.053
H 0.198 1.669 -0.370 0.2 0.3 0.0 0.063
H 1.764 -0.282 -0.980 0.0 0.0 0.2 0.074
H 2.244 -0.613 0.811 -0.1 -0.2 0.0 0.072
H 0.009 -0.739 1.344 0.0 0.0 -0.1 0.168
H -0.704 -0.109 -1.457 0.0 0.0 0.2 0.108
```
Positions in Å, forces in eV/Å.

Record 2
This record from the OMol25 dataset describes a molecular structure, C3H6N2 at a distorted geometry. The level of theory is ωB97M-V with the def2-TZVPD basis set.

Values from the calculation:
* orbital gap: 10.870 eV
* relative energy (zero: lowest compared OMol25 entry of this formula, charge and spin): 238.1 kJ/mol

Geometry as XYZ:
```
11
Properties=species:S:1:pos:R:3:forces:R:3:lowdin_charge:R:1
N 0.112 -1.346 0.163 1.5 -2.6 1.4 0.010
N 3.418 -0.097 0.291 -2.2 0.7 -1.1 -0.014
C 2.364 0.158 -0.169 -0.3 -1.1 0.7 -0.163
C 0.421 -0.174 -0.493 1.5 -0.3 1.3 -0.346
C -0.340 0.986 0.059 0.1 1.3 1.0 -0.089
H 0.485 -0.509 -1.508 0.0 1.2 -0.8 0.108
H 0.306 1.862 0.054 0.0 0.0 0.2 0.069
H -0.567 0.702 1.115 0.2 0.5 -0.7 0.093
H 0.325 -1.569 1.192 -0.6 1.5 -1.9 0.149
H 0.658 -2.063 -0.325 -0.6 -0.2 0.3 0.095
H -1.286 1.366 -0.368 0.4 -1.0 -0.4 0.089
```
Positions in Å, forces in eV/Å.

Record 3
This record from the OMol25 dataset describes a single C3H6N2 molecule at a distorted geometry. The level of theory is ωB97M-V with the def2-TZVPD basis set.

Values from the calculation:
* SMILES: C[C@@H](N)C#N
* orbital gap: 11.268 eV
* relative energy (zero: lowest compared OMol25 entry of this formula, charge and spin): 42.1 kJ/mol

Geometry as XYZ:
```
11
Properties=species:S:1:pos:R:3:forces:R:3:lowdin_charge:R:1
N -0.377 0.462 -1.340 0.2 0.0 -0.1 0.031
N 1.919 -1.826 -0.107 -1.0 0.6 0.0 0.138
C -0.265 -0.334 -0.127 -0.1 -0.1 0.1 -0.458
C 0.950 -1.193 -0.100 0.8 -0.6 0.0 -0.194
C -0.281 0.567 1.114 0.0 0.0 0.1 -0.064
H -0.565 0.001 2.005 0.1 0.1 -0.1 0.082
H 0.420 1.087 -1.425 -0.1 0.0 0.0 0.084
H -1.130 -1.007 -0.102 0.1 0.1 0.0 0.139
H -1.001 1.373 0.953 0.0 -0.2 0.0 0.080
H 0.706 1.005 1.291 -0.1 0.0 -0.1 0.083
H -0.375 -0.136 -2.161 0.0 0.1 0.1 0.080
```
Positions in Å, forces in eV/Å.